The following is a quantum chemistry calculation of a molecular structure, C7H3Cl3O6Ru, from OMol25.

The total energy is -2194.35328 Ha. Its LUMO energy (alpha / beta) is -11.8 / -11.8 eV. The total charge is +2. For the HOMO energy (alpha / beta), the calculation gives -17.00 / -16.98 eV.

Atoms and positions in Å:
Ru -0.1486 -1.9041 -1.0466
Cl 0.1113 -3.8601 -2.8084
Cl -0.1204 4.1287 3.0063
Cl 1.9034 2.3620 -1.5625
O -1.1253 -1.6096 0.7787
O -0.7428 -3.9481 -3.8968
O -0.6536 -3.8116 -1.5026
O 0.6611 -2.3214 -2.6777
O 0.4920 -0.0394 -0.8457
O 1.1843 -4.7351 -2.7388
C 0.9955 2.1510 -0.1950
C -0.5900 1.6596 2.1096
C 0.0757 2.9377 1.8704
C -1.1603 -0.6238 1.5068
C 0.8474 3.1594 0.7368
C -0.4706 0.6510 1.2255
C 0.3348 0.8353 0.0104
H -1.1792 1.5459 3.0128
H -1.7445 -0.6941 2.4313
H 1.3295 4.1168 0.5853

These are the Mulliken partial charges, in e, on atoms 1 to 4: Ru 1.22; Cl 1.69; Cl 0.02; Cl 0.03

***

The following is a quantum chemistry calculation of C21H16N2O3 in the gas phase, from OMol25.

The total energy is -1145.08031 Ha. Its LUMO energy is -0.3 eV. Its SMILES is C/C(=N\NC(=O)c1cc2ccccc2cc1O)c1cc2ccccc2o1. The total charge is 0. For the HOMO energy, the calculation gives -8.08 eV. As for the energy above the lowest of the compared OMol25 structures with the same formula, charge and spin: 10.7 kcal per mole.

Atoms and positions in Å:
O 1.8919 -0.0803 -4.6334
O -1.9726 -1.3186 0.9487
O -0.1432 1.6108 -4.6116
N -1.3821 1.5503 -2.7613
N -1.7962 1.2453 -1.4952
C 3.2101 -0.0523 -1.2380
C 4.3019 -0.5505 -0.4941
C -2.5496 0.8433 1.2547
C 2.2567 0.7711 -0.5788
C 3.0523 -0.3225 -2.6069
C -2.7885 0.1514 2.4719
C -2.4102 -1.1859 2.2188
C -2.9852 -1.7972 4.4235
C 0.9777 0.9217 -2.6335
C -2.0624 -0.0846 0.3732
C -2.5028 -2.1741 3.1865
C 4.4388 -0.2493 0.8312
C 1.9804 0.1696 -3.3170
C 3.4950 0.5647 1.4810
C -1.0565 -1.1332 -1.6694
C -3.2730 0.5044 3.7324
C -1.6326 0.0739 -0.9971
C -0.1993 1.3691 -3.4056
C 1.1549 1.2467 -1.3080
C -3.3643 -0.4785 4.6913
C 2.4290 1.0665 0.7906
H -1.0717 -1.0221 -2.7520
H -3.7363 -0.2327 5.6747
H -2.2089 -3.1893 2.9735
H -2.0670 2.0967 -3.2736
H 3.7926 -0.9078 -3.1299
H 1.1731 0.4781 -5.0042
H 5.2769 -0.6355 1.3928
H -3.5660 1.5218 3.9400
H 1.6953 1.6906 1.2811
H -1.6355 -2.0088 -1.3838
H 5.0271 -1.1746 -0.9956
H -2.7115 1.8793 1.0428
H -0.0273 -1.2923 -1.3488
H 0.4409 1.8831 -0.8049
H -3.0731 -2.5372 5.2043
H 3.6214 0.7889 2.5298

These are the Mulliken partial charges, in e, on atoms 1 to 4: O -0.65; O -0.50; O -0.77; N -0.02

***

The following is a quantum chemistry calculation of 2 unconnected molecules or ions with the total composition C3H9NS, from OMol25.

The total energy is -572.59393 Ha. Its LUMO energy is 1.0 eV. Its SMILES is C=N.CSC. The total charge is 0. For the HOMO energy, the calculation gives -8.39 eV. As for the energy above the lowest of the compared OMol25 structures with the same formula, charge and spin: 29.0 kcal per mole.

Atoms and positions in Å:
S -0.3754 1.4612 -1.3116
N -1.1779 -2.8159 2.7882
C -0.1279 -3.1449 2.1682
C 0.9485 2.5896 -1.7786
C 0.6159 0.1349 -0.5088
H -0.1185 -3.1592 1.0861
H -1.0307 -2.8840 3.7948
H 0.8241 -3.3781 2.6323
H 1.4884 2.2355 -2.6591
H 0.4986 3.5451 -2.0323
H 0.5375 0.3876 0.5415
H 0.1122 -0.8086 -0.6837
H 1.6288 0.1052 -0.8914
H 1.6873 2.6794 -0.9782

These are the Mulliken partial charges, in e, on atoms 1 to 4: S -0.08; N -0.47; C -0.26; C -0.82